Entry from the Open Molecules 2025 dataset: an isolated molecule of C2H5BrNP in a non-equilibrium geometry (ωB97M-V/def2-TZVPD).

Last column: natural (NBO) charge in e.
Positions of all 10 atoms, in Å:
C 0.21039 1.29206 -0.32614  -0.66
C -0.43596 0.12406 0.40778  -0.07
N -0.04900 -1.17834 0.17417  -0.84
P 1.35393 -1.83268 -0.13490  0.77
Br -2.38143 0.02456 -0.04288  -0.07
H 0.12215 1.11519 -1.51411  0.23
H -0.32519 2.26387 0.05353  0.25
H 1.26883 1.20311 -0.17987  0.22
H -0.55114 0.20370 1.58041  0.25
H 0.78742 -3.21553 -0.01800  -0.07

Forces on the atoms, in the same order (eV/Å):
C -1.8 0.2 -1.6
C -1.4 0.3 1.8
N 1.7 -1.1 0.1
P -1.4 -0.8 0.3
Br -0.5 0.6 -0.2
H -0.3 0.6 2.7
H 1.5 -1.7 -1.1
H 0.7 0.6 0.6
H 0.7 0.3 -2.3
H 0.9 0.9 -0.3

The energy is -82974.378 eV. The structure (SMILES) is [H]/P=N/[C@@H](C)Br. The HOMO energy comes out at -9.0 eV. The HOMO-LUMO gap is 0.30040 Ha. Its LUMO energy is -0.0293 Eh. The value obtained for the energy relative to the best compared isomer or geometry (same formula, charge and spin) is 196.1 kJ/mol.

***

Entry from the Open Molecules 2025 dataset: a cluster of 2 separate species, CHF2NO3 in total in a non-equilibrium geometry (ωB97M-V/def2-TZVPD).

Last column: natural (NBO) charge in e.
Positions of all 8 atoms, in Å:
C 0.56677 -0.14781 1.38387  1.15
N -0.94628 0.02385 -0.94863  0.33
O -0.01065 0.32081 -1.96979  -0.56
O -2.00129 -0.36233 -1.32354  -0.25
O 1.35753 0.21235 0.60734  -0.57
F -0.19430 0.60993 2.12251  -0.28
F 0.48661 -1.43703 1.72353  -0.31
H 0.74161 0.78023 -1.59528  0.50

Forces on the atoms, in the same order (eV/Å):
C 1.0 -1.1 0.6
N -0.8 0.0 0.3
O -2.0 -0.7 -1.0
O 2.3 0.7 -0.3
O 0.4 0.8 -0.7
F -0.3 -0.5 -0.1
F -0.9 1.0 0.2
H 0.2 0.0 1.0

The energy is -14118.053 eV. The structure (SMILES) is O=C(F)F.O=NO. The HOMO energy comes out at -10.8 eV. The HOMO-LUMO gap is 0.39115 Ha. Its LUMO energy is -0.0044 Eh. The value obtained for the energy relative to the best compared isomer or geometry (same formula, charge and spin) is 18.7 kJ/mol.

***

Entry from the Open Molecules 2025 dataset: a structure of composition C34H39ClIKN5O4 in a non-equilibrium geometry (ωB97M-V/def2-TZVPD).

Last column: Mulliken charge in e.
Positions of all 85 atoms, in Å:
K 1.58426 -0.65032 1.95440  0.73
I 2.64234 -3.83517 2.95830  -0.03
C 4.58270 -3.01070 3.26356  -0.09
C 5.35704 -3.60829 4.21713  -0.64
C 6.68040 -3.15866 4.40582  -0.39
C 7.17419 -2.15360 3.62353  -0.85
C 6.37080 -1.53178 2.63705  1.02
C 6.88929 -0.50608 1.81364  -0.75
C 6.09073 0.06188 0.86025  -0.76
C 4.74427 -0.34045 0.71723  -0.26
C 4.13512 -1.32250 1.48541  -1.36
C 5.00985 -1.93741 2.43958  1.23
H 4.97220 -4.41868 4.82109  0.36
H 7.29724 -3.62775 5.16312  0.36
H 8.20130 -1.82090 3.73938  0.30
H 7.91829 -0.19101 1.95288  0.30
H 6.49610 0.83871 0.21625  0.34
H 4.16420 0.15885 -0.06232  0.38
C 0.16043 4.87624 4.98933  -1.28
C 0.53751 3.59926 4.24081  -1.09
C -0.54278 2.48127 4.28153  2.18
C -0.89289 2.10975 5.72366  -1.05
C -1.82659 0.90526 5.83887  -1.40
C -1.77202 2.99994 3.55755  -0.09
O -2.69912 3.56669 4.10976  -0.69
N -1.73373 2.85431 2.20133  0.17
C -0.84629 2.00613 1.48307  -0.18
O -0.96092 2.00644 0.26044  -0.71
N 0.01360 1.25390 2.17821  -0.57
C 0.09705 1.30725 3.52005  0.54
O 0.75667 0.47411 4.14399  -0.88
H 0.89680 5.65756 4.79412  0.41
H 0.12766 4.70882 6.06605  0.29
H -0.81858 5.24221 4.67495  0.32
H 1.44888 3.17403 4.66684  0.49
H 0.75204 3.83564 3.19576  0.37
H -1.38008 2.97196 6.17843  0.47
H 0.03575 1.91025 6.26098  0.40
H -2.75680 1.09029 5.29756  0.34
H -2.07572 0.72415 6.88581  0.41
H -1.35297 0.01027 5.43753  0.30
H -2.49877 3.23690 1.66935  0.28
C -3.82875 -2.84173 -4.86976  -1.79
C -3.77557 -2.35972 -3.41588  1.87
C -5.19883 -1.96440 -2.98794  -1.95
C -3.34985 -3.53026 -2.51874  -1.97
C -2.81102 -1.13412 -3.25075  1.81
O -2.91272 -0.62672 -1.92810  -0.60
C -3.17249 -0.04768 -4.30206  -1.12
C -2.78694 1.41274 -3.98606  -1.36
C -1.34231 1.78036 -4.22640  -0.19
C -0.82037 1.78257 -5.51721  0.09
C 0.50776 2.10050 -5.75330  -0.89
C 1.32438 2.42725 -4.68250  0.54
Cl 2.99108 2.82230 -4.97217  -0.24
C 0.82538 2.44834 -3.39135  -0.97
C -0.50755 2.12999 -3.17097  -0.04
C -1.31121 -1.47867 -3.45041  -1.68
N -0.61055 -2.06217 -2.31995  1.17
C -0.30141 -1.52974 -1.11941  -0.26
N 0.40473 -2.39526 -0.41644  -0.32
C 0.51533 -3.45496 -1.25304  -0.41
N -0.07350 -3.29720 -2.41632  -1.14
H -4.46054 -3.73061 -4.92574  0.48
H -2.84107 -3.11903 -5.24284  0.34
H -4.25247 -2.08693 -5.53572  0.33
H -5.87242 -2.79872 -3.19002  0.50
H -5.58366 -1.09653 -3.52813  0.34
H -5.24482 -1.76435 -1.91527  0.48
H -4.16925 -4.25009 -2.44771  0.52
H -3.11653 -3.18183 -1.51144  0.30
H -2.47899 -4.04815 -2.91512  0.36
H -3.77886 -0.22351 -1.80747  0.51
H -4.25604 -0.06092 -4.43541  0.54
H -2.73428 -0.33557 -5.26137  0.54
H -3.04124 1.64815 -2.95331  0.37
H -3.40328 2.04951 -4.62623  0.44
H -1.46046 1.53027 -6.35669  0.39
H 0.90951 2.10001 -6.75787  0.40
H 1.46876 2.70740 -2.56062  0.49
H -0.89243 2.15025 -2.15871  0.59
H -0.80029 -0.55701 -3.70744  0.50
H -1.18969 -2.17451 -4.27499  0.07
H -0.60904 -0.54072 -0.80728  0.58
H 1.06209 -4.34729 -0.99412  0.45

Forces on the atoms, in the same order (eV/Å):
K 0.3 -1.0 -0.4
I 0.3 0.1 0.1
C -0.3 -0.3 0.1
C 0.0 0.0 0.0
C 0.0 0.1 0.0
C 0.0 -0.1 0.1
C -0.2 -0.1 0.0
C 0.0 0.0 0.0
C 0.1 0.1 0.0
C -0.1 -0.2 0.1
C 0.5 -0.1 -0.2
C 0.2 0.1 -0.1
H 0.0 0.0 0.0
H 0.0 0.0 0.0
H 0.0 0.0 0.0
H 0.0 0.0 0.0
H 0.0 0.0 0.0
H 0.0 0.1 0.0
C 0.0 -0.1 -0.1
C -0.1 0.2 0.0
C 0.0 -0.2 0.1
C -0.1 -0.1 -0.1
C 0.1 0.1 -0.1
C 0.0 0.1 0.0
O 0.1 0.0 0.0
N 0.1 -0.2 -0.1
C -0.2 0.3 0.2
O 0.0 -0.1 -0.1
N -0.4 0.4 -0.3
C -0.2 0.2 0.1
O -0.1 0.3 0.3
H 0.0 0.0 0.0
H 0.0 0.0 0.0
H 0.0 0.0 0.0
H 0.0 0.0 0.0
H 0.0 0.0 0.0
H 0.1 0.0 0.0
H 0.0 0.0 0.0
H 0.0 0.0 0.0
H 0.0 0.0 0.0
H 0.0 0.0 0.0
H 0.0 0.1 0.0
C 0.0 0.0 0.0
C 0.0 0.0 0.1
C 0.1 0.0 0.0
C 0.0 0.1 0.0
C 0.0 0.0 -0.2
O 0.1 0.1 0.0
C 0.0 0.1 0.2
C 0.1 -0.2 0.0
C 0.0 0.0 0.0
C 0.0 0.0 0.0
C 0.0 0.0 -0.1
C -0.1 0.0 0.1
Cl 0.1 0.0 0.0
C 0.1 0.0 0.0
C 0.0 0.0 0.0
C -0.2 0.2 0.2
N -0.1 0.1 0.1
C -0.1 -0.2 -0.2
N -0.1 0.3 0.1
C 0.1 0.1 0.1
N 0.0 -0.2 -0.1
H 0.0 0.0 0.0
H 0.0 0.0 0.0
H 0.0 -0.1 0.0
H 0.0 0.0 0.0
H 0.0 -0.1 0.1
H 0.0 0.0 0.0
H 0.0 0.0 0.0
H 0.0 0.0 0.0
H 0.1 0.0 0.0
H 0.0 0.0 0.0
H 0.1 0.0 -0.1
H 0.0 0.0 0.0
H 0.0 0.0 0.0
H -0.1 0.0 0.0
H 0.0 0.0 0.0
H 0.0 0.0 0.0
H 0.0 0.0 0.0
H 0.0 0.0 0.1
H 0.1 0.1 -0.1
H 0.0 0.0 0.0
H 0.0 0.0 0.0
H 0.0 0.0 0.0

The energy is -88484.085 eV. As for the net charge: -1. The HOMO energy comes out at -3.8 eV. The HOMO-LUMO gap is 0.21253 Ha. Its LUMO energy is 0.0716 Eh. The value obtained for the energy relative to the best compared isomer or geometry (same formula, charge and spin) is 34.1 kJ/mol.

***

Entry from the Open Molecules 2025 dataset: an isolated molecule of C22H23NO5 (ωB97M-V/def2-TZVPD).

Last column: natural (NBO) charge in e.
Positions of all 51 atoms, in Å:
C -2.45799 0.74137 -3.26150  -0.62
C -1.92541 0.46039 -1.86478  -0.06
O -1.91151 -0.94508 -1.68328  -0.53
C -1.33158 -1.44840 -0.54771  0.23
C -0.96006 -0.64709 0.51701  -0.26
C -0.40156 -1.16978 1.68625  -0.12
C -0.24325 -2.55726 1.76996  -0.17
C -0.59301 -3.36364 0.71289  -0.27
C -1.12795 -2.84063 -0.46264  0.38
O -1.46548 -3.77324 -1.39464  -0.50
C -1.63141 -3.40651 -2.73988  -0.16
C -0.41749 -2.64425 -3.27488  0.67
O 0.57070 -2.45475 -2.59633  -0.62
N -0.52725 -2.21007 -4.55249  -0.44
C -1.67312 -2.46838 -5.39149  -0.41
H -2.57932 -2.01942 -4.97865  0.20
H -1.49081 -2.03367 -6.37185  0.22
H -1.84287 -3.54056 -5.51655  0.20
C 0.57724 -1.48763 -5.14418  -0.42
H 0.25272 -0.50274 -5.48704  0.19
H 1.34395 -1.36927 -4.38089  0.25
H 0.99227 -2.04281 -5.98841  0.19
H -2.54058 -2.81146 -2.87910  0.21
H -1.73520 -4.35592 -3.27588  0.21
H -0.45422 -4.43217 0.75969  0.22
H 0.18145 -3.00002 2.65878  0.21
C 0.01428 -0.37827 2.82025  -0.07
C 0.24650 0.93893 2.99838  -0.18
C 0.17770 2.05273 2.03003  0.55
O -0.65499 2.18407 1.14891  -0.57
C 1.27099 3.02977 2.21063  -0.27
C 1.48201 4.00476 1.23342  -0.12
C 2.56003 4.85848 1.30641  -0.26
C 3.45858 4.73924 2.36028  -0.16
C 3.26461 3.79163 3.34379  -0.29
C 2.16373 2.93849 3.28644  0.42
O 1.99950 2.05604 4.29607  -0.49
C 0.73163 1.42155 4.34349  -0.08
H 0.00260 2.14027 4.75518  0.18
H 0.84324 0.59605 5.04961  0.20
H 3.94708 3.69382 4.17322  0.23
H 4.31296 5.39720 2.41716  0.22
H 2.71295 5.60926 0.54646  0.22
H 0.77779 4.05558 0.41632  0.23
H 0.23089 -0.99541 3.68876  0.20
H -1.12468 0.41353 0.46527  0.26
H -2.57211 0.93249 -1.11435  0.18
H -0.91063 0.86164 -1.75543  0.19
H -2.50882 1.81429 -3.42280  0.22
H -3.45397 0.31965 -3.37440  0.21
H -1.80208 0.30062 -4.00699  0.20

Forces on the atoms, in the same order (eV/Å):
C 0.1 -0.2 0.4
C -0.1 0.4 -0.2
O 0.0 -0.3 0.1
C 0.0 -0.2 0.1
C -0.1 0.0 -0.1
C -0.2 -0.5 -0.4
C 0.0 0.3 0.0
C -0.2 0.0 -0.4
C 0.1 0.2 0.5
O 0.0 0.1 0.1
C 0.0 0.0 -0.2
C -0.2 -0.2 -0.1
O 0.1 -0.1 0.2
N 0.2 0.2 -0.2
C -0.3 -0.2 0.1
H 0.0 0.0 -0.1
H 0.0 0.0 0.0
H -0.1 0.0 -0.1
C 0.2 0.0 0.1
H 0.0 0.0 0.0
H 0.0 0.0 -0.1
H 0.0 0.0 0.0
H 0.2 -0.2 -0.1
H 0.0 0.1 0.0
H 0.0 -0.1 0.0
H 0.0 0.0 0.1
C 0.2 0.6 0.3
C 0.0 -0.5 0.4
C -0.2 -0.1 -0.2
O 0.1 0.1 0.1
C 0.1 0.2 0.1
C 0.1 0.0 0.1
C -0.1 0.0 -0.2
C 0.0 -0.1 0.1
C 0.0 -0.1 0.1
C -0.1 0.2 -0.2
O 0.4 0.1 -0.1
C -0.5 -0.2 0.1
H 0.2 -0.1 0.0
H -0.1 0.1 -0.1
H 0.1 0.0 0.1
H 0.1 0.0 0.0
H 0.0 0.1 -0.1
H 0.0 0.0 -0.1
H 0.1 0.0 0.1
H -0.1 0.0 0.0
H 0.1 0.0 0.0
H -0.1 0.0 0.1
H 0.0 0.1 0.0
H -0.1 0.0 0.0
H 0.1 0.0 -0.1

The energy is -34913.864 eV. The structure (SMILES) is CCOc1cc(/C=C2/COc3ccccc3C2=O)ccc1OCC(=O)N(C)C. The HOMO energy comes out at -7.7 eV. The HOMO-LUMO gap is 0.27761 Ha. Its LUMO energy is -0.0042 Eh. The value obtained for the energy relative to the best compared isomer or geometry (same formula, charge and spin) is 218.0 kJ/mol.

***

Number 1 is which compound? C2H5BrNP

***

The lowest energy relative to the best compared isomer or geometry (same formula, charge and spin) belongs to which entry? CHF2NO3

***

The lowest LUMO energy belongs to which entry? C2H5BrNP